85
Properties=species:S:1:pos:R:3:forces:R:3:mulliken_spin:R:1 method="wB97M-V/def2-TZVPD" de_lowest_kcal_mol=26.5 e_homo_ev="-8.675 / -8.750" e_lumo_ha="-0.0460 / -0.0272" s_squared=0.76 gap_ev="7.4 / 8.0" spin_multiplicity=2
V -0.52957 0.10694 -0.23039 2.03 0.63 0.51 1.058
Br -7.52245 -0.95738 -1.52599 -0.05 0.00 0.00 0.000
C -5.67480 -1.03884 -1.14665 0.07 -0.01 0.02 -0.005
C -5.24767 -1.48553 0.09849 0.02 -0.03 0.02 0.004
C -3.89309 -1.54648 0.38737 -0.27 -0.20 0.19 -0.006
C -3.00303 -1.14364 -0.58029 1.24 0.21 0.11 0.005
O -1.65283 -1.13490 -0.34236 -2.18 -1.87 0.19 -0.003
C -3.40769 -0.69639 -1.82192 0.10 0.27 -0.58 -0.012
C -2.41300 -0.30334 -2.83378 -0.29 -0.26 0.16 0.006
N -1.18795 -0.04566 -2.60145 0.30 0.14 0.13 -0.002
C -0.40835 0.26517 -3.75762 -0.12 0.12 0.22 -0.001
C -0.76008 1.31545 -4.55434 0.04 0.24 -0.15 0.000
C 0.01402 1.65327 -5.69018 -0.10 -0.01 0.11 0.000
C 1.12423 0.93009 -6.00060 0.04 -0.05 0.02 0.000
C 1.51177 -0.16161 -5.18327 0.11 0.07 -0.15 0.001
C 2.67506 -0.92280 -5.43903 0.01 0.07 -0.06 0.000
C 3.00933 -1.93802 -4.59762 0.01 -0.08 0.09 0.000
C 2.16235 -2.21245 -3.49926 -0.03 0.03 0.01 0.001
N 1.07206 -1.54189 -3.23122 0.03 0.05 -0.06 0.001
C 0.74836 -0.50658 -4.05236 -0.08 -0.18 0.18 0.001
C -4.76559 -0.65785 -2.11470 -0.07 0.01 -0.08 0.005
H -5.97312 -1.78697 0.84093 -0.01 0.00 0.00 0.000
H -3.52373 -1.90869 1.33713 0.00 0.03 -0.01 -0.002
H -2.77075 -0.28002 -3.86453 -0.06 0.00 -0.01 -0.001
H -1.61318 1.92210 -4.27591 0.02 -0.02 -0.02 0.000
H -0.27920 2.49774 -6.29982 -0.01 -0.01 0.02 0.000
H 1.72956 1.18145 -6.86312 0.00 -0.01 0.01 0.000
H 3.29148 -0.67734 -6.29602 -0.02 0.00 0.00 0.000
H 3.89864 -2.53349 -4.75388 -0.02 0.00 0.01 0.000
H 2.40852 -3.02287 -2.81928 0.00 0.00 0.01 0.000
H -5.10202 -0.31682 -3.08566 -0.02 -0.01 0.02 0.000
F -2.50071 1.57998 0.15795 0.20 0.01 -0.32 0.005
B -1.86420 2.58710 -0.60896 -0.02 0.00 -0.01 -0.002
F -2.26609 2.55166 -1.91913 0.00 0.03 0.12 0.000
F -1.81141 3.81026 -0.06591 -0.04 -0.10 0.11 0.000
F -0.40912 1.99165 -0.60248 0.01 0.39 -0.33 0.001
C -3.35422 1.09872 3.78974 0.00 -0.02 -0.03 0.000
C -2.12527 1.79391 4.36579 -0.06 0.00 0.04 0.000
C -0.80236 1.04309 4.10843 -0.04 -0.16 -0.08 0.011
C 0.35959 1.79532 4.77213 0.03 0.08 -0.01 0.001
C 1.72328 1.16589 4.51867 0.02 -0.07 -0.05 -0.001
C -0.89566 -0.32627 4.73329 -0.04 0.05 0.13 0.000
O -0.97510 -0.49623 5.93122 -0.01 -0.04 -0.05 0.000
N -0.90262 -1.38016 3.86377 0.01 0.02 -0.07 0.000
C -0.84694 -1.35334 2.46579 0.08 0.31 -0.15 -0.001
O -0.97313 -2.40611 1.88103 0.01 -0.09 -0.04 -0.001
N -0.63967 -0.12895 1.84420 -0.30 0.30 0.49 -0.010
C -0.59211 1.03050 2.59882 0.20 -0.27 -0.19 -0.039
O -0.38773 2.09977 2.05769 0.01 0.05 -0.14 0.006
H -4.25317 1.68232 3.98914 0.02 0.01 0.01 0.000
H -3.50335 0.10976 4.23150 0.02 0.02 -0.01 0.000
H -3.27371 0.98752 2.70471 0.00 -0.01 0.02 0.000
H -2.22229 1.91727 5.44577 -0.02 -0.02 0.00 0.000
H -2.01292 2.78179 3.91756 0.00 0.02 0.03 0.000
H 0.14830 1.81823 5.84142 0.02 0.03 0.02 0.000
H 0.33983 2.81718 4.39336 0.01 0.01 0.01 0.000
H 1.77747 0.15038 4.92051 -0.01 0.02 -0.01 0.000
H 2.51244 1.74956 4.99323 -0.01 0.00 0.01 0.000
H 1.94733 1.12291 3.44866 -0.03 0.02 0.04 0.000
H -0.99929 -2.30600 4.25686 0.00 0.00 -0.01 0.000
C 2.53883 2.40205 0.70855 -0.05 0.19 0.30 0.003
Si 2.54719 1.02869 -0.52976 -0.15 -0.06 -0.07 0.009
C 4.20460 0.18790 -0.54417 0.20 -0.25 -0.01 -0.002
C 2.30654 1.73440 -2.22288 -0.13 0.13 -0.26 0.001
N 1.28139 -0.21926 -0.17752 -0.45 -0.16 -0.11 -0.007
C 1.71234 -1.46199 0.40873 -0.24 0.41 -0.24 -0.003
C 1.29378 -2.67435 -0.12246 -0.02 -0.07 -0.17 -0.004
C 1.69293 -3.86672 0.46207 0.04 0.02 0.06 0.007
C 2.50751 -3.85918 1.58568 -0.03 0.05 -0.02 -0.007
C 2.91913 -2.64527 2.12446 -0.03 0.01 -0.05 0.005
C 2.52391 -1.45319 1.53822 0.02 0.04 0.23 -0.015
H 2.63952 3.36042 0.19245 0.04 -0.02 0.04 0.000
H 3.37799 2.30260 1.40205 -0.03 0.03 0.03 0.000
H 1.61248 2.44151 1.28229 0.02 0.03 -0.02 -0.001
H 4.83263 0.71956 -1.26567 0.02 -0.02 0.06 0.000
H 4.14303 -0.85807 -0.85471 0.03 0.05 -0.04 0.000
H 4.69920 0.21912 0.42797 0.00 -0.03 -0.04 0.000
H 2.91716 2.64111 -2.28734 0.00 -0.06 -0.02 0.000
H 1.27965 2.01552 -2.45816 0.03 0.01 0.00 0.000
H 2.66307 1.03621 -2.97978 0.00 -0.01 -0.08 0.000
H 0.65218 -2.66789 -0.99505 0.01 0.00 0.00 -0.004
H 1.35325 -4.80469 0.04122 0.00 0.01 0.02 0.000
H 2.81121 -4.78996 2.04693 0.00 0.01 -0.01 0.000
H 3.54639 -2.62218 3.00677 -0.01 -0.01 -0.01 0.000
H 2.82964 -0.50674 1.97267 -0.03 -0.04 -0.02 -0.002

=====

101
Properties=species:S:1:pos:R:3:forces:R:3:lowdin_charge:R:1 method="wB97M-V/def2-TZVPD" e_homo_ev=-9.573 e_lumo_ha=-0.0445 gap_ev=8.4 smiles="O=C=NC1=C(CCCC(=O)O)C(=O)C=C(CC(=O)Br)C1=O.CCOC(=O)C(F)(F)F.CCOC(=O)C(F)(F)F.CCOC(=O)C(F)(F)F.CCOC(=O)C(F)(F)F.CCOC(=O)C(F)(F)F"
O -0.35083 -2.37038 5.58349 1.28 1.28 -0.15 0.221
C 0.50012 -2.55827 4.81432 -0.73 -3.09 -0.79 -0.240
N 1.23804 -3.16760 3.98879 -1.77 1.10 0.34 0.178
C 0.47689 -3.64240 2.85145 0.09 0.00 -2.23 -0.121
C 1.08966 -3.87500 1.63717 0.06 -0.21 0.80 -0.072
C 2.63493 -3.62447 1.43681 -0.76 1.16 0.27 -0.110
C 2.83203 -2.02695 1.36509 0.59 -0.52 -0.72 -0.162
C 1.72019 -1.30289 0.50436 0.03 0.84 0.00 -0.076
C 0.64644 -0.54660 1.38380 -0.40 -0.35 0.48 -0.434
O 0.73616 -0.39795 2.57643 0.29 -0.03 -1.25 0.107
O -0.48902 0.03435 0.76316 0.88 -1.21 0.01 0.033
C 0.18955 -4.37359 0.43316 -0.23 0.55 0.78 -0.300
O 0.54299 -5.25288 -0.31864 -0.26 1.04 0.46 0.107
C -1.22021 -3.64890 0.33748 0.59 -0.18 1.98 0.060
C -1.83308 -3.41666 1.54931 0.34 -0.12 -1.32 -0.113
C -3.21320 -2.65962 1.58516 1.25 -0.15 0.63 -0.095
C -4.47549 -3.57978 1.78022 -0.88 0.75 -1.68 -0.754
O -5.29991 -3.58859 0.90379 1.08 -0.12 1.20 0.008
Br -4.85116 -4.68498 3.35599 0.53 0.60 -0.41 0.722
C -1.08949 -3.89379 2.86997 0.48 0.29 -0.33 -0.237
O -1.65940 -4.43344 3.78765 0.54 0.78 -0.79 0.090
H 3.03753 -4.07147 0.48993 -0.65 0.16 0.96 0.118
H 3.23870 -3.96325 2.32946 -1.00 0.15 -1.12 0.108
H 2.90623 -1.64020 2.42180 -0.31 -0.16 -1.29 0.111
H 3.83198 -1.83336 0.83602 -1.67 -0.30 0.93 0.105
H 1.22616 -1.98634 -0.25389 0.44 0.74 0.93 0.124
H 2.23262 -0.50217 -0.11866 -0.76 -0.78 0.69 0.133
H -0.93581 -0.63122 0.20328 0.55 0.42 0.02 0.097
H -1.64747 -3.34405 -0.65039 0.37 -0.56 0.97 0.136
H -3.32281 -2.15096 0.57843 -0.18 -0.77 1.21 0.126
H -3.11943 -1.84008 2.36438 -0.45 -1.09 -0.65 0.143
C -0.37512 3.27398 -0.62176 0.05 0.07 -0.40 -0.049
C -1.82053 3.10052 -0.20107 0.70 -0.47 0.41 -0.198
O -2.70238 3.82131 -1.08095 -0.57 0.12 -0.69 0.037
C -2.95357 3.24382 -2.25940 0.80 -0.57 1.19 -0.380
O -2.50694 2.18863 -2.61559 -0.43 0.38 -0.39 0.166
C -3.93259 4.09441 -3.07044 -1.02 0.94 -0.79 -0.506
F -3.58839 5.39685 -3.09041 0.24 -0.40 0.18 0.158
F -5.18027 4.03930 -2.56770 0.45 -0.28 0.15 0.165
F -4.01757 3.70288 -4.35411 0.40 -0.81 1.20 0.124
H -0.11914 4.33438 -0.68282 -0.03 -0.03 0.16 0.086
H 0.29296 2.78700 0.08942 -0.11 0.02 0.02 0.077
H -0.19544 2.84686 -1.61030 -0.02 -0.09 0.10 0.077
H -1.96094 3.51610 0.78898 -0.16 0.02 -0.31 0.091
H -2.10415 2.04718 -0.15181 -0.03 0.11 -0.25 0.118
C -6.52962 7.65620 2.12119 0.35 0.13 0.10 -0.061
C -6.65110 6.14595 2.15640 -0.65 0.43 -0.03 -0.198
O -5.36296 5.52095 2.02373 0.70 -0.38 0.24 0.028
C -4.60235 5.50620 3.12570 -1.40 0.47 -0.10 -0.381
O -4.92386 5.96315 4.18557 0.59 -0.30 -0.15 0.174
C -3.28529 4.77792 2.85270 1.49 -0.58 -0.12 -0.510
F -2.69955 5.19093 1.70864 -0.54 0.36 0.40 0.142
F -3.46572 3.44670 2.73455 -0.38 0.35 0.05 0.158
F -2.38527 4.95581 3.82797 -0.63 0.19 -0.13 0.171
H -6.00931 7.97716 1.21610 -0.15 -0.06 -0.04 0.085
H -7.51543 8.12235 2.14839 0.02 -0.08 -0.03 0.084
H -5.95086 8.02706 2.96880 -0.13 -0.06 0.03 0.076
H -7.24901 5.80750 1.30927 0.31 -0.17 -0.02 0.126
H -7.15204 5.80084 3.06367 0.26 0.00 0.03 0.127
C -4.62600 5.27047 -6.50688 -0.25 0.22 -0.23 -0.057
C -3.97430 6.38680 -7.29767 0.25 -0.33 0.59 -0.190
O -4.70056 6.65682 -8.51012 -0.50 0.43 -0.51 0.027
C -5.81913 7.37958 -8.37395 0.96 -0.30 1.04 -0.385
O -6.23487 7.80743 -7.33405 -0.27 0.08 -0.59 0.167
C -6.46428 7.62537 -9.73916 -0.82 0.16 -1.42 -0.522
F -6.54947 6.49947 -10.47314 0.19 0.11 0.44 0.156
F -5.75824 8.51092 -10.46948 0.10 -0.18 0.47 0.158
F -7.70892 8.11270 -9.63766 0.47 -0.15 0.41 0.162
H -4.73661 4.37655 -7.12542 0.16 0.01 0.03 0.093
H -4.03254 5.02320 -5.63018 -0.08 0.42 -0.63 0.050
H -5.62734 5.55220 -6.17518 0.10 0.08 0.05 0.086
H -2.97054 6.08335 -7.59839 -0.17 0.09 -0.30 0.126
H -3.87167 7.29742 -6.70294 -0.23 0.00 -0.14 0.128
C 3.93307 -10.24078 1.27168 0.36 0.05 -0.12 -0.062
C 3.21626 -8.94947 1.61190 -0.44 -0.64 -0.12 -0.198
O 4.15382 -7.90733 1.93300 0.47 0.67 -0.11 0.028
C 4.75780 -7.32243 0.89134 -1.09 -0.98 -0.10 -0.382
O 4.56507 -7.60299 -0.25764 0.44 0.47 0.23 0.172
C 5.69052 -6.20971 1.37241 1.22 1.05 0.52 -0.512
F 6.47921 -6.60425 2.38956 -0.38 -0.22 -0.25 0.160
F 4.99921 -5.13848 1.81351 0.09 -0.58 -0.20 0.134
F 6.50960 -5.76858 0.40665 -0.51 -0.40 0.00 0.162
H 4.60596 -10.52995 2.08204 -0.16 -0.02 0.05 0.084
H 3.21645 -11.04524 1.10092 -0.01 0.07 0.05 0.084
H 4.54504 -10.12990 0.37494 -0.15 0.01 -0.02 0.076
H 2.59966 -9.09652 2.49950 0.22 0.28 0.07 0.126
H 2.55129 -8.63058 0.80603 0.24 0.12 -0.02 0.128
C 10.25701 -3.01557 1.53509 -0.27 -0.22 0.15 -0.060
C 9.90630 -1.54420 1.43842 0.74 -0.23 -0.07 -0.199
O 8.48144 -1.35244 1.43440 -0.73 0.18 0.29 0.027
C 7.87547 -1.44046 2.62555 1.43 -0.05 -0.22 -0.381
O 8.43436 -1.65627 3.66308 -0.65 0.10 -0.09 0.173
C 6.37595 -1.17647 2.48066 -1.69 0.20 -0.01 -0.513
F 5.82888 -1.87250 1.46303 0.79 0.00 0.20 0.132
F 6.11653 0.12353 2.23921 0.49 -0.22 0.01 0.161
F 5.68406 -1.50343 3.58074 0.64 -0.05 -0.17 0.164
H 9.76954 -3.57847 0.73597 0.11 0.09 -0.06 0.083
H 11.33596 -3.15956 1.46386 -0.05 0.06 -0.03 0.084
H 9.91503 -3.44325 2.47904 0.10 0.10 0.00 0.077
H 10.27645 -1.14136 0.49478 -0.35 0.07 0.01 0.125
H 10.36812 -0.96405 2.24049 -0.24 -0.08 0.07 0.127

=====

85
Properties=species:S:1:pos:R:3:forces:R:3:mulliken_spin:R:1 method="wB97M-V/def2-TZVPD" de_lowest_kcal_mol=37.3 e_homo_ev="-14.865 / -14.862" total_charge=+3 e_lumo_ha="-0.3429 / -0.3291" s_squared=0.84 gap_ev="5.5 / 5.9" spin_multiplicity=2
Re 1.09623 -0.74513 0.98411 0.04 -0.36 -0.11 0.895
O 0.59757 -2.41218 -4.09160 0.00 0.00 -0.01 0.000
C 1.46895 -1.36988 -4.25104 -0.03 0.00 0.00 0.001
C 2.04849 -1.04624 -5.46774 0.01 0.01 0.00 0.000
C 2.92499 0.02450 -5.54200 0.00 -0.01 0.01 0.000
C 3.22601 0.76995 -4.41002 0.00 0.00 0.01 0.000
C 2.64458 0.43888 -3.19701 0.05 -0.04 0.00 -0.001
C 1.76342 -0.63239 -3.10512 -0.02 -0.04 -0.02 0.006
C 1.08700 -1.01531 -1.81868 0.10 0.16 0.07 0.013
O 1.40735 -0.10314 -0.77449 0.01 -0.09 -0.03 0.069
N 1.49008 -2.37682 -1.36046 -0.25 -0.15 -0.03 0.011
N 1.87481 -2.36209 -0.05254 0.07 0.04 0.01 -0.012
C 2.78216 -3.15182 0.42470 0.08 0.04 -0.07 -0.009
C 3.41647 -2.86528 1.67707 0.00 0.02 0.00 0.015
Br 3.37774 -0.94963 2.06026 0.01 0.09 0.10 0.016
C 4.13782 -3.64746 2.50073 0.05 0.01 -0.03 -0.022
C 4.25564 -5.08786 2.47273 0.00 0.00 -0.01 -0.003
C 3.36462 -5.93055 1.79000 -0.02 -0.01 0.01 -0.007
C 3.57159 -7.29498 1.78037 0.01 0.00 0.00 0.004
C 4.65886 -7.83976 2.45846 -0.01 0.00 0.00 -0.009
C 5.53098 -7.02080 3.16319 0.00 0.00 -0.01 0.004
C 5.32611 -5.65410 3.17930 0.03 0.00 -0.03 -0.008
H 0.44868 -2.85333 -4.93641 0.00 0.00 0.00 0.000
H 1.81645 -1.62918 -6.35127 0.00 0.00 0.00 0.000
H 3.37791 0.27417 -6.49177 0.00 0.00 0.00 0.000
H 3.91393 1.60104 -4.47371 0.00 0.00 0.00 0.000
H 2.88037 1.01220 -2.31099 -0.01 0.00 0.01 -0.007
H 0.00005 -1.01595 -1.92778 0.00 0.00 -0.03 0.000
H 2.13987 -2.84097 -1.98553 0.08 0.06 0.05 -0.003
H 3.17374 -3.96444 -0.18293 -0.02 -0.03 0.02 0.001
H 4.72155 -3.15039 3.26966 -0.04 0.00 0.03 0.000
H 2.47925 -5.53036 1.31220 -0.01 0.01 0.02 -0.001
H 2.87968 -7.94419 1.26178 0.00 0.00 0.00 0.000
H 4.81282 -8.91042 2.45207 0.00 0.00 0.00 0.000
H 6.36473 -7.44884 3.70184 0.00 0.00 0.00 0.000
H 6.00797 -5.01226 3.72340 -0.01 0.00 0.01 0.000
O -0.82394 -1.09899 0.38866 -0.04 0.30 0.30 -0.016
N -1.50887 -2.07952 0.99659 0.04 -0.12 -0.11 0.016
C -2.59513 -2.55752 0.35093 -0.01 0.01 0.00 0.005
C -3.37244 -3.51439 0.94409 0.01 -0.01 0.01 0.000
C -3.03311 -3.98121 2.21619 0.00 0.02 -0.01 0.002
C -1.91227 -3.48601 2.84461 0.00 -0.01 -0.01 0.007
C -1.12858 -2.52429 2.21042 0.03 -0.01 0.00 0.008
S 0.30715 -1.83423 2.90419 0.01 -0.01 -0.02 0.034
H -2.76136 -2.13789 -0.62915 -0.01 0.01 0.00 0.000
H -4.23002 -3.89985 0.41254 -0.01 0.01 0.01 0.000
H -3.64100 -4.73145 2.70269 0.00 -0.01 0.00 0.000
H -1.61261 -3.83009 3.82441 0.01 -0.01 0.00 0.001
C -4.66339 4.08383 -2.58037 0.00 0.00 0.01 0.000
N -5.16375 3.61698 -1.19981 0.00 0.00 -0.01 0.000
C -5.01925 4.79801 -0.22251 0.00 0.00 0.00 0.000
N -3.68101 5.26269 -0.19988 0.00 0.00 0.00 0.000
C -3.25632 5.67397 -1.53678 0.00 0.01 0.00 0.000
N -3.33511 4.56965 -2.49164 0.00 -0.01 0.00 0.000
C -2.35527 3.51772 -2.21542 0.02 0.02 0.00 0.000
P -2.56551 2.72083 -0.54404 -0.16 0.08 -0.01 0.000
C -4.40204 2.41410 -0.72107 -0.01 0.01 -0.05 0.000
C -2.75122 4.31079 0.40901 0.03 0.02 -0.02 0.000
H -5.34807 4.87112 -2.89583 0.00 0.00 0.00 0.000
H -4.74124 3.22998 -3.25234 0.00 0.00 0.00 0.000
H -6.15407 3.37895 -1.27718 0.00 0.00 0.00 0.000
H -5.34461 4.44430 0.75515 0.00 0.00 0.00 0.000
H -5.69670 5.57158 -0.58414 0.00 0.00 0.00 0.000
H -2.23256 6.04038 -1.49241 0.00 0.00 0.00 0.000
H -3.89940 6.48534 -1.87949 0.00 0.00 0.00 0.000
H -1.35458 3.95029 -2.27253 0.00 -0.01 0.00 0.000
H -2.41028 2.75535 -2.99537 -0.01 0.00 0.00 0.000
H -4.82616 2.11369 0.23785 0.01 0.00 0.00 0.000
H -4.57846 1.60975 -1.43656 0.00 -0.01 0.01 0.000
H -1.77444 4.78929 0.48377 0.01 -0.01 0.01 0.000
H -3.07152 4.09155 1.43026 -0.01 0.01 0.00 0.000
F 1.51507 6.08682 2.49659 0.02 0.01 0.00 0.000
C 0.44080 5.39674 2.86478 -0.01 0.00 -0.01 0.000
F 0.28610 5.49417 4.17980 0.01 0.00 0.02 0.000
F -0.63440 5.95989 2.27620 0.01 0.00 0.00 0.000
C 0.54483 3.94899 2.42550 -0.02 0.00 -0.01 -0.002
C 1.18561 3.62531 1.24062 -0.01 -0.01 0.00 -0.006
C 1.24258 2.30123 0.85520 0.00 0.01 -0.01 -0.006
N 0.70786 1.31056 1.59082 0.00 0.00 -0.02 0.025
C 0.07704 1.63637 2.73209 -0.03 -0.01 -0.02 -0.007
C -0.02804 2.93896 3.17867 0.01 0.00 0.00 -0.002
H 1.66062 4.38327 0.63287 0.00 0.00 0.00 0.000
H 1.73583 2.00757 -0.06016 0.00 0.00 0.00 -0.005
H -0.33821 0.82210 3.30672 0.00 0.00 0.00 -0.006
H -0.52695 3.14832 4.11464 0.00 0.00 0.00 0.000

=====

| no. | largest force on an atom (hartree/bohr) | electronic energy (eV) |
| --- | --- | --- |
| 1 | 0.0559 | -165595.5439 |
| 2 | 0.0636 | -179841.7667 |
| 3 | 0.0082 | -151785.9079 |